Record 1
{"formula": "C47H47N5O6ReS2SbSi", "method": "wB97M-V/def2-TZVPD", "largest_force_ev_per_a": 1.75, "charge": 1, "relative_energy_kj_mol": 506.5, "lumo_ev": [-3.589, -3.655], "spin_multiplicity": 4, "species": ["Re", "S", "N", "C", "C", "C", "C", "C", "N", "C", "C", "N", "C", "C", "C", "C", "C", "N", "H", "H", "H", "H", "H", "H", "C", "C", "C", "O", "C", "O", "O", "H", "H", "H", "H", "H", "H", "H", "O", "C", "N", "S", "O", "O", "C", "C", "C", "C", "C", "C", "H", "H", "H", "H", "C", "C", "C", "C", "C", "C", "C", "Sb", "C", "C", "C", "C", "C", "C", "C", "C", "C", "C", "C", "C", "C", "C", "H", "H", "H", "H", "H", "H", "H", "H", "H", "H", "H", "H", "H", "H", "H", "H", "H", "H", "H", "H", "H", "C", "Si", "C", "C", "H", "H", "H", "H", "H", "H", "H", "H", "H"], "xyz": [[1.985, -0.337, 0.605], [7.325, 4.873, -0.090], [7.409, 3.270, -0.196], [6.201, 2.787, 0.022], [5.833, 1.391, 0.021], [6.712, 0.333, -0.171], [6.197, -0.955, -0.137], [4.846, -1.163, 0.041], [3.965, -0.159, 0.230], [4.478, 1.113, 0.256], [3.525, 2.132, 0.561], [2.267, 1.674, 0.851], [1.327, 2.602, 1.110], [1.580, 3.959, 1.081], [2.858, 4.429, 0.819], [3.854, 3.496, 0.557], [5.234, 3.813, 0.272], [5.755, 5.023, 0.232], [7.762, 0.530, -0.330], [6.846, -1.811, -0.256], [4.443, -2.165, 0.049], [0.338, 2.223, 1.338], [0.772, 4.650, 1.275], [3.089, 5.484, 0.816], [0.376, -2.507, 4.307], [0.332, -1.326, 3.350], [-0.602, -0.257, 3.921], [1.618, -0.692, 3.213], [-0.199, -1.579, 1.916], [-0.928, -2.579, 1.512], [-0.110, -0.590, 1.094], [0.581, -2.126, 5.308], [1.149, -3.223, 4.039], [-0.575, -3.031, 4.310], [-0.253, 0.011, 4.916], [-1.623, -0.629, 3.982], [-0.572, 0.633, 3.293], [2.314, -1.372, 3.235], [2.049, -2.594, -2.355], [1.990, -3.039, -1.142], [1.820, -2.312, -0.079], [1.710, -3.260, 1.396], [-0.752, -3.839, 2.093], [2.959, -2.882, 2.109], [2.155, -4.747, 0.474], [2.421, -6.010, 0.951], [2.785, -6.990, 0.032], [2.838, -6.708, -1.329], [2.533, -5.443, -1.808], [2.207, -4.462, -0.884], [2.368, -6.227, 2.009], [3.041, -7.980, 0.382], [3.120, -7.485, -2.026], [2.562, -5.209, -2.863], [-5.536, 1.764, -0.519], [-4.792, 3.008, -0.125], [-5.469, 4.227, -0.085], [-4.833, 5.403, 0.281], [-3.489, 5.383, 0.617], [-2.801, 4.180, 0.582], [-3.434, 2.998, 0.216], [-2.185, 1.203, 0.234], [-2.562, 0.647, -1.839], [-3.185, -0.543, -2.204], [-3.464, -0.825, -3.534], [-3.112, 0.086, -4.516], [-2.469, 1.260, -4.159], [-2.175, 1.559, -2.830], [-1.494, 2.863, -2.510], [-3.422, -0.005, 1.531], [-3.726, -1.323, 1.204], [-4.508, -2.106, 2.038], [-4.956, -1.582, 3.238], [-4.615, -0.286, 3.592], [-3.847, 0.523, 2.756], [-3.504, 1.915, 3.214], [-6.592, 1.981, -0.677], [-5.456, 1.002, 0.257], [-5.133, 1.346, -1.442], [-6.522, 4.248, -0.339], [-5.388, 6.331, 0.309], [-2.982, 6.294, 0.908], [-1.748, 4.159, 0.852], [-3.483, -1.260, -1.455], [-3.967, -1.747, -3.795], [-3.335, -0.114, -5.555], [-2.196, 1.972, -4.930], [-1.024, 3.278, -3.401], [-0.727, 2.736, -1.741], [-2.223, 3.586, -2.142], [-3.333, -1.760, 0.298], [-4.751, -3.120, 1.751], [-5.556, -2.184, 3.908], [-4.946, 0.118, 4.542], [-3.538, 1.975, 4.302], [-4.212, 2.645, 2.818], [-2.506, 2.214, 2.890], [2.988, -1.166, -4.522], [1.504, -1.366, -3.389], [-0.034, -2.088, -4.187], [1.072, 0.227, -2.490], [2.717, -0.575, -5.398], [3.364, -2.126, -4.875], [3.812, -0.654, -4.022], [-0.465, -1.402, -4.917], [-0.801, -2.289, -3.437], [0.187, -3.026, -4.699], [0.723, 0.988, -3.190], [1.942, 0.637, -1.965], [0.274, 0.053, -1.761]], "forces_ev_per_angstrom": [[-1.7, -0.3, 0.0], [-0.2, -0.2, 0.0], [0.3, -0.2, -0.1], [-0.2, 0.6, 0.1], [-0.2, -0.4, 0.1], [-0.2, 0.1, 0.0], [0.1, 0.1, -0.1], [-0.1, -0.2, -0.1], [1.0, 0.5, -0.1], [0.0, -0.1, 0.0], [-0.1, 0.1, 0.0], [0.5, 0.9, 0.1], [-0.3, -0.2, 0.1], [0.2, 0.2, 0.0], [0.0, -0.2, 0.0], [-0.3, -0.2, 0.1], [0.5, -0.2, -0.1], [-0.2, 0.3, 0.1], [0.0, 0.0, 0.0], [0.0, 0.0, 0.0], [0.0, 0.0, 0.1], [0.0, 0.0, 0.0], [0.0, 0.0, 0.1], [0.0, 0.0, 0.0], [0.1, 0.1, -0.1], [-0.3, 0.0, 0.1], [0.1, 0.1, -0.1], [0.1, 0.1, -0.2], [-0.9, -0.6, 0.0], [0.6, 1.1, -0.1], [1.0, -0.4, 0.1], [0.1, 0.0, 0.0], [0.0, -0.1, 0.0], [0.0, 0.0, -0.1], [0.0, 0.0, 0.0], [-0.1, 0.0, 0.0], [-0.1, 0.0, 0.0], [-0.1, -0.1, 0.1], [0.3, -0.5, 0.7], [-0.1, 0.1, -0.3], [-0.1, -0.4, 0.3], [1.2, -0.7, -0.6], [-0.1, -0.1, 0.3], [0.2, 0.0, 0.4], [-0.3, 0.2, -0.3], [0.0, 0.0, 0.3], [0.0, 0.1, 0.0], [0.0, -0.1, -0.1], [0.0, 0.1, 0.0], [0.0, -0.2, 0.1], [0.0, 0.0, 0.0], [0.0, 0.0, 0.0], [0.0, 0.0, 0.0], [0.0, 0.0, 0.0], [0.0, 0.1, 0.0], [0.0, 0.3, 0.0], [-0.1, -0.1, 0.0], [0.0, 0.0, 0.0], [0.0, 0.1, 0.0], [0.0, 0.0, 0.0], [0.1, -0.7, -0.2], [-0.3, 1.0, 0.0], [-0.1, -0.1, 0.5], [0.0, 0.0, -0.2], [0.0, -0.1, 0.0], [0.0, 0.0, 0.0], [0.1, 0.0, 0.0], [0.0, -0.1, 0.0], [-0.1, -0.1, -0.1], [0.2, 0.1, -0.4], [-0.1, 0.0, 0.1], [0.0, -0.1, 0.0], [0.0, 0.0, 0.0], [0.0, 0.1, 0.0], [0.0, -0.1, 0.0], [-0.1, 0.0, 0.0], [0.0, 0.0, 0.0], [0.0, -0.1, 0.0], [0.0, -0.1, 0.0], [0.0, 0.0, 0.0], [0.0, 0.0, 0.0], [0.0, 0.0, 0.0], [0.0, 0.0, 0.0], [-0.1, 0.0, 0.0], [0.0, 0.0, 0.0], [0.0, 0.0, 0.0], [0.0, 0.0, 0.0], [0.0, 0.0, 0.0], [0.0, 0.1, 0.0], [0.1, 0.1, 0.0], [0.0, -0.1, 0.0], [0.0, 0.0, 0.0], [0.0, 0.0, 0.0], [0.0, 0.0, 0.0], [0.0, 0.0, 0.0], [0.1, 0.0, 0.0], [0.0, 0.1, 0.0], [-0.3, 0.0, 0.2], [-0.5, 0.7, -0.9], [0.5, 0.0, 0.1], [0.3, -0.5, 0.1], [0.0, 0.0, 0.0], [-0.1, -0.1, 0.0], [0.0, 0.0, 0.1], [0.0, 0.1, 0.0], [0.0, 0.1, 0.1], [0.0, 0.0, 0.0], [0.0, -0.1, -0.1], [0.0, 0.1, -0.1], [-0.1, 0.0, -0.1]], "lowdin_charge": [1.47, 1.06, -0.21, -0.29, -0.08, 0.03, -0.02, -0.09, -0.08, -0.13, -0.14, -0.07, -0.10, -0.02, 0.03, -0.08, -0.29, -0.21, 0.13, 0.12, 0.10, 0.04, 0.11, 0.13, -0.01, -0.51, 0.02, -0.07, -0.50, -0.10, -0.29, 0.10, 0.07, 0.10, 0.10, 0.10, 0.07, 0.07, -0.02, -0.38, -0.21, 1.07, -0.24, -0.45, -0.24, -0.02, -0.03, -0.04, 0.02, -0.14, 0.13, 0.12, 0.12, 0.13, -0.04, -0.29, -0.04, -0.08, -0.09, -0.17, -0.35, 1.61, -0.33, -0.13, -0.09, -0.09, -0.05, -0.33, -0.08, -0.33, -0.14, -0.07, -0.07, -0.05, -0.33, -0.06, 0.08, 0.07, 0.07, 0.11, 0.10, 0.10, 0.07, 0.07, 0.11, 0.11, 0.11, 0.08, 0.04, 0.08, 0.07, 0.11, 0.11, 0.11, 0.08, 0.09, 0.04, -0.14, 0.51, -0.13, -0.16, 0.04, 0.04, 0.03, 0.04, 0.04, 0.04, 0.05, 0.01, 0.01]}


Record 2
{"formula": "C47H47NP2Pt", "method": "wB97M-V/def2-TZVPD", "largest_force_ev_per_a": 2.60, "charge": 0, "relative_energy_kj_mol": 0.0, "lumo_ev": [0.560, -1.723], "spin_multiplicity": 3, "species": ["Pt", "C", "C", "C", "C", "C", "C", "C", "C", "C", "H", "H", "H", "H", "H", "H", "H", "H", "H", "H", "H", "H", "H", "H", "H", "P", "P", "C", "C", "C", "C", "C", "C", "C", "C", "C", "C", "C", "C", "C", "C", "C", "C", "C", "C", "C", "C", "C", "C", "C", "C", "C", "C", "H", "H", "H", "H", "H", "H", "H", "H", "H", "H", "H", "H", "H", "H", "H", "H", "H", "H", "H", "H", "H", "H", "C", "C", "C", "C", "C", "C", "N", "C", "C", "C", "C", "C", "C", "H", "H", "H", "H", "H", "H", "H", "H", "H", "H"], "xyz": [[1.668, -1.198, -2.589], [-2.642, 0.769, 0.241], [-2.850, 0.269, -0.993], [-3.162, 0.997, -2.266], [-1.978, 1.486, -3.128], [-1.275, 2.727, -2.627], [-1.345, 3.281, -1.410], [-2.483, 3.265, -0.428], [-2.456, 2.186, 0.664], [3.153, -0.004, -3.086], [-2.602, 0.048, 1.072], [-3.065, -0.801, -1.035], [-3.849, 1.839, -2.043], [-3.735, 0.301, -2.910], [-1.205, 0.697, -3.201], [-2.346, 1.614, -4.166], [-0.492, 3.071, -3.313], [-0.515, 3.933, -1.087], [-3.448, 3.205, -0.947], [-2.504, 4.247, 0.072], [-1.536, 2.244, 1.273], [-3.275, 2.448, 1.347], [3.795, -0.347, -2.239], [2.897, 1.066, -2.965], [3.595, -0.235, -4.088], [-0.022, -1.625, -7.258], [1.361, 0.565, -7.475], [-1.107, -0.239, -7.691], [-0.365, 0.861, -7.977], [-0.329, -2.726, -8.772], [-1.397, -2.581, -9.672], [-1.613, -3.520, -10.688], [-0.712, -4.578, -10.863], [0.396, -4.702, -10.008], [0.584, -3.779, -8.976], [-0.980, -2.446, -5.984], [-0.340, -2.592, -4.741], [-0.983, -3.270, -3.732], [-2.241, -3.847, -3.949], [-2.879, -3.675, -5.186], [-2.243, -2.979, -6.212], [2.100, 0.785, -9.194], [1.817, -0.179, -10.185], [2.357, -0.059, -11.461], [3.197, 1.024, -11.764], [3.463, 1.998, -10.794], [2.906, 1.883, -9.517], [1.816, 2.103, -6.611], [3.097, 2.111, -6.027], [3.534, 3.239, -5.340], [2.702, 4.364, -5.231], [1.426, 4.344, -5.812], [0.971, 3.212, -6.490], [-2.194, -0.362, -7.666], [-0.637, 1.800, -8.488], [-2.071, -1.726, -9.597], [-2.485, -3.425, -11.350], [-0.869, -5.307, -11.665], [1.106, -5.521, -10.146], [1.449, -3.865, -8.320], [0.674, -2.194, -4.577], [-0.490, -3.372, -2.774], [-2.700, -4.438, -3.158], [-3.859, -4.116, -5.349], [-2.717, -2.900, -7.192], [1.163, -1.027, -9.956], [2.137, -0.813, -12.226], [3.646, 1.103, -12.762], [4.116, 2.846, -11.031], [3.104, 2.655, -8.777], [3.738, 1.235, -6.119], [4.527, 3.246, -4.891], [3.046, 5.249, -4.685], [0.779, 5.217, -5.732], [-0.026, 3.199, -6.928], [1.440, 2.113, 2.137], [1.540, 2.401, 0.768], [1.498, 1.363, -0.183], [1.338, 0.023, 0.239], [1.336, -0.233, 1.643], [1.351, 0.786, 2.576], [1.145, -1.058, -0.630], [0.529, -2.242, -0.176], [0.926, -3.432, -0.779], [0.531, -4.663, -0.210], [-0.284, -4.665, 0.941], [-0.749, -3.470, 1.494], [-0.424, -2.256, 0.889], [1.470, 2.908, 2.881], [1.656, 3.443, 0.452], [1.523, 1.560, -1.253], [1.209, -1.258, 2.000], [1.287, 0.499, 3.635], [1.563, -3.327, -1.679], [0.894, -5.589, -0.677], [-0.599, -5.628, 1.400], [-1.365, -3.455, 2.413], [-0.775, -1.293, 1.265]], "forces_ev_per_angstrom": [[-1.2, 0.0, 0.3], [0.1, -0.7, -0.8], [-0.6, -0.1, 1.2], [-0.4, 0.2, -0.7], [-0.5, 0.3, -0.1], [0.6, -0.5, 0.2], [0.3, 0.6, -0.4], [-0.3, -0.2, 0.3], [0.0, 0.4, 0.3], [1.2, 0.3, 0.0], [0.0, 0.3, -0.4], [0.4, 0.1, 0.0], [0.4, -0.6, -0.4], [0.2, 0.3, 0.4], [-0.2, 0.2, 0.1], [0.2, 0.1, 0.4], [0.1, -0.2, 0.4], [-0.5, 0.0, -0.5], [0.4, 0.1, 0.2], [0.1, -0.3, -0.1], [-0.2, 0.1, -0.2], [0.1, -0.2, 0.1], [0.3, 0.7, -0.8], [0.2, -0.5, -0.3], [-0.2, 0.3, 0.8], [-0.7, -2.1, -1.1], [1.6, 1.7, -1.1], [0.5, 0.9, 0.1], [-0.3, -0.8, 0.2], [-0.1, 0.0, 0.3], [0.0, -0.2, 0.0], [0.3, 0.0, -0.1], [0.1, 0.0, 0.2], [-0.3, 0.3, -0.1], [-0.4, 0.1, -0.1], [0.0, -0.4, 0.3], [-0.3, 0.1, -0.7], [-0.5, -0.4, 0.3], [0.2, 0.3, -0.3], [0.1, -0.2, 0.3], [-0.2, -0.3, 0.6], [-0.1, 0.2, 0.2], [0.0, 0.2, 0.3], [0.3, 0.3, -0.1], [0.0, 0.0, 0.1], [0.0, -0.3, -0.2], [0.1, -0.2, -0.3], [0.1, 0.3, -0.4], [-0.5, 0.4, 0.0], [-0.2, 0.2, 0.0], [-0.1, -0.2, -0.1], [0.2, 0.0, 0.2], [0.6, 0.1, 0.3], [0.2, 0.3, -0.5], [-0.4, -0.5, 0.5], [0.1, -0.3, 0.1], [0.5, 0.0, 0.3], [0.1, 0.3, 0.3], [-0.2, 0.3, 0.0], [-0.2, 0.0, -0.1], [-0.4, -0.1, -0.2], [-0.2, -0.1, 0.0], [0.0, 0.2, -0.2], [0.1, 0.0, 0.0], [0.1, 0.0, 0.2], [0.2, 0.3, -0.1], [0.1, 0.3, 0.4], [-0.2, 0.0, 0.4], [-0.3, -0.3, 0.1], [0.0, -0.2, -0.1], [-0.1, 0.2, 0.0], [-0.2, 0.0, -0.1], [-0.2, -0.4, -0.3], [0.1, -0.2, 0.0], [0.2, 0.1, 0.1], [0.2, 0.0, 0.0], [0.1, -0.6, 0.1], [-0.2, -0.2, 0.2], [-0.3, -0.1, 1.2], [-0.2, 0.0, -0.2], [0.1, -0.1, -0.2], [-0.2, 0.1, -0.4], [-0.5, 0.7, 0.9], [-0.2, -0.8, 0.4], [-0.1, 0.6, -0.2], [0.2, -0.9, -0.2], [-0.3, 0.6, -0.1], [0.7, -0.3, -0.3], [0.0, -0.1, -0.3], [-0.1, -0.5, 0.0], [0.0, 0.1, 0.2], [0.5, 0.5, -0.2], [0.1, 0.4, -0.5], [-0.1, -0.5, 0.7], [-0.3, 0.4, 0.4], [0.4, 0.8, -0.4], [0.3, -0.2, -0.8], [-0.1, -0.5, -0.1]], "lowdin_charge": [0.79, -0.12, -0.10, -0.20, -0.18, -0.10, -0.11, -0.20, -0.20, -0.36, 0.09, 0.10, 0.10, 0.11, 0.10, 0.11, 0.09, 0.10, 0.10, 0.11, 0.10, 0.11, -0.02, -0.03, -0.02, 0.94, 0.94, -0.31, -0.30, -0.36, -0.11, -0.09, -0.09, -0.09, -0.11, -0.39, -0.14, -0.09, -0.07, -0.08, -0.09, -0.33, -0.10, -0.09, -0.10, -0.09, -0.10, -0.40, -0.13, -0.09, -0.09, -0.09, -0.10, 0.08, 0.09, 0.09, 0.10, 0.10, 0.10, 0.10, 0.03, 0.06, 0.10, 0.10, 0.10, 0.08, 0.11, 0.10, 0.10, 0.09, 0.10, 0.10, 0.10, 0.10, 0.09, -0.09, -0.08, -0.01, -0.25, -0.04, -0.08, -0.07, -0.30, -0.08, -0.06, -0.09, -0.08, -0.04, 0.10, 0.11, 0.08, 0.11, 0.11, 0.07, 0.11, 0.11, 0.12, 0.10]}